Entry 1:
The following is a DFT calculation (wB97M-V/def2-TZVPD) of a molecular structure, C46H41BIrN8O2S.

* charge: +1
* HOMO level (alpha / beta): -0.372 / -0.396 hartree
* LUMO energy (alpha / beta): -1.9 / -5.0 eV
* gap between HOMO and LUMO (alpha / beta): 0.304 / 0.214 Eh
* multiplicity: 5

Structure (XYZ):
```
100
Properties=species:S:1:pos:R:3:forces:R:3
Ir -0.039153 0.320950 -0.017572 0.00 -0.05 -0.31
C 0.101010 -5.209200 0.929708 0.07 0.09 0.04
C -0.589216 -3.978527 0.443930 -0.01 -0.06 -0.03
C -1.776499 -3.875688 -0.249002 -0.17 0.04 -0.07
C -2.015160 -2.503566 -0.399953 0.22 -0.10 0.09
N -0.995595 -1.821076 0.136965 -0.18 0.27 -0.06
N -0.141284 -2.728322 0.660362 0.18 -0.10 -0.04
B 1.073185 -2.260264 1.461328 -0.06 0.29 -0.08
N 0.628228 -1.133480 2.454884 -0.17 -0.29 0.19
N 0.145592 0.080750 2.054324 0.12 0.20 -0.29
C 0.072569 0.853413 3.150406 -0.13 -0.10 0.22
C 0.419806 0.104407 4.268766 0.12 0.05 -0.04
C 0.789325 -1.141052 3.785760 -0.02 0.13 0.06
C 1.342364 -2.292251 4.556439 -0.08 -0.01 -0.10
C -0.193225 2.297898 3.164502 0.05 0.05 -0.11
C -1.071065 2.863299 4.096641 -0.03 0.00 -0.04
C -1.246648 4.238571 4.149810 0.00 0.07 0.00
C -0.538446 5.082217 3.299468 -0.01 -0.10 -0.02
C 0.363496 4.545774 2.379912 0.02 0.06 -0.14
C 0.480310 3.183364 2.354481 -0.11 -0.04 0.07
N 2.139699 -1.587379 0.572972 0.02 -0.23 0.00
N 1.905145 -0.322029 0.172342 0.05 0.05 -0.44
C 3.053692 0.205760 -0.267895 -0.06 -0.12 0.08
C 4.045282 -0.774238 -0.165948 0.13 0.02 0.06
C 3.433302 -1.890507 0.371279 0.07 0.10 -0.08
C 4.008925 -3.231169 0.672466 -0.06 -0.02 0.07
C 3.178357 1.578315 -0.778246 -0.05 0.12 -0.11
C 4.267587 1.908960 -1.582518 -0.01 -0.10 -0.09
C 4.409874 3.187583 -2.095545 0.01 0.02 -0.03
C 3.464131 4.164031 -1.819386 -0.01 0.01 0.02
C 2.377998 3.854122 -1.014266 0.01 0.02 -0.02
C 2.248027 2.579099 -0.491268 0.00 -0.19 0.10
C -3.252645 -1.900073 -0.917905 -0.02 0.10 -0.03
C -3.802387 -2.336916 -2.119026 0.11 0.07 -0.12
C -5.015369 -1.832316 -2.562433 -0.03 -0.04 0.01
C -5.718168 -0.923725 -1.783458 -0.02 0.00 -0.01
C -5.193712 -0.510973 -0.566547 0.05 0.05 0.03
C -3.963164 -0.988693 -0.141491 0.01 0.01 0.00
H -0.455619 -6.084377 0.602807 0.02 -0.01 -0.01
H 0.154633 -5.225984 2.019507 0.00 -0.01 -0.03
H 1.121178 -5.280308 0.548356 -0.04 0.00 0.00
H -2.420374 -4.682249 -0.561736 0.01 0.05 0.04
H 1.538515 -3.174041 2.064612 0.04 0.01 0.00
H 0.489283 0.457644 5.284495 -0.02 -0.03 -0.04
H 1.363110 -2.036202 5.612772 0.00 -0.02 0.01
H 2.358169 -2.520645 4.233591 -0.01 -0.01 0.02
H 0.737448 -3.189336 4.423976 0.01 0.01 0.01
H -1.617206 2.207901 4.766115 0.00 0.04 0.00
H -1.933953 4.664415 4.868930 0.00 -0.03 0.00
H -0.674876 6.155075 3.347795 -0.01 -0.02 0.04
H 0.938300 5.189943 1.724150 -0.01 -0.05 0.03
H -1.788248 2.737104 1.340374 0.16 0.06 0.10
H 5.084069 -0.689486 -0.438177 -0.05 0.03 0.03
H 5.064424 -3.245582 0.411933 0.00 0.01 0.00
H 3.502846 -4.004888 0.092074 0.02 0.01 0.01
H 3.908047 -3.488591 1.727882 0.01 0.02 -0.02
H 4.997529 1.149514 -1.832945 -0.03 0.02 -0.01
H 5.256224 3.419646 -2.728613 0.00 -0.01 0.02
H 3.577240 5.162919 -2.219650 -0.01 -0.02 -0.02
H 1.634804 4.609228 -0.788644 0.01 -0.02 0.02
H 1.427096 2.381115 0.195627 -0.01 -0.01 0.01
H -3.269245 -3.069557 -2.710677 0.08 -0.01 -0.06
H -5.424594 -2.165810 -3.508018 0.01 -0.01 0.03
H -6.685178 -0.562198 -2.111331 0.05 0.02 0.00
H -5.752930 0.167349 0.064754 0.00 0.03 -0.02
H -3.562692 -0.702240 0.822369 -0.01 0.03 0.03
C -2.004139 -5.431649 -5.304954 0.01 0.03 0.00
C -1.323884 -4.199536 -4.777253 -0.07 0.03 0.02
C -1.670121 -2.942563 -5.276644 -0.08 0.02 0.05
C -1.105960 -1.789799 -4.763787 -0.01 -0.01 -0.02
C -0.175934 -1.890156 -3.734456 -0.09 0.21 0.07
C 0.212513 -3.128656 -3.248899 -0.02 0.00 0.16
C -0.366326 -4.273967 -3.770823 -0.05 -0.07 0.01
S 0.718895 -0.471906 -3.168896 0.21 -0.04 -0.12
O 1.854336 -0.978076 -2.470532 0.03 0.00 0.34
O 0.924720 0.388967 -4.294201 -0.08 0.12 0.05
N -0.222573 0.378834 -2.036355 0.08 -0.25 0.55
C -1.323371 1.122508 -2.505349 -0.22 0.11 -0.29
C -1.670934 1.374726 -3.822876 0.22 0.01 0.18
C -2.801218 2.132728 -4.132300 -0.07 0.03 -0.01
C -3.595389 2.680498 -3.143785 -0.03 0.04 -0.08
C -3.279616 2.472412 -1.813711 -0.04 -0.04 0.06
C -4.069513 3.035192 -0.743877 -0.11 -0.03 0.05
C -3.706012 2.834556 0.519403 0.04 -0.07 0.05
C -2.494500 2.048939 0.869730 -0.02 -0.15 0.12
N -1.806018 1.382707 -0.215361 -0.03 0.02 -0.08
C -2.149318 1.670470 -1.478262 0.03 -0.13 0.02
H -1.994234 -5.451315 -6.395088 0.02 -0.01 0.01
H -3.051220 -5.440845 -4.992434 0.02 -0.03 -0.01
H -1.532600 -6.340541 -4.934341 0.00 0.01 -0.02
H -2.391979 -2.867778 -6.082310 0.02 -0.01 0.03
H -1.370209 -0.827279 -5.177094 0.03 -0.12 -0.03
H 0.979316 -3.183009 -2.486228 -0.06 -0.02 -0.01
H -0.059901 -5.244239 -3.396894 -0.02 0.03 0.01
H -1.033398 1.034984 -4.618280 -0.03 0.07 -0.03
H -3.046283 2.304909 -5.172381 0.04 0.00 0.01
H -4.457487 3.283489 -3.399863 0.01 -0.02 0.02
H -4.949142 3.615372 -0.995811 0.06 0.01 -0.01
H -4.238096 3.276683 1.353184 -0.06 -0.04 -0.05
H -2.721078 1.311913 1.647816 0.02 -0.04 0.01
```
Forces are in eV/Å.

Entry 2:
The following is a DFT calculation (wB97M-V/def2-TZVPD) of a molecular structure, C46H41MnN8OP2Se2.

* energy relative to the best compared isomer or geometry (same formula, charge and spin): 6.49 kJ/mol
* charge: +2
* HOMO level (alpha / beta): -0.447 / -0.447 hartree
* LUMO energy (alpha / beta): -7.5 / -6.9 eV
* gap between HOMO and LUMO (alpha / beta): 0.170 / 0.194 Eh
* multiplicity: 5

Structure (XYZ):
```
101
Properties=species:S:1:pos:R:3:forces:R:3
Mn -0.675922 -0.587934 0.781052 -0.17 -0.01 -0.52
Se 5.559467 0.210172 2.795196 0.05 0.00 -0.23
P 5.110998 0.532679 0.758515 0.05 -0.11 0.34
C 6.014960 -0.479818 -0.422328 -0.11 -0.05 -0.10
C 7.270343 -0.950861 -0.062754 0.09 0.00 -0.09
C 8.016722 -1.682136 -0.978417 0.02 0.00 0.05
C 7.506024 -1.952282 -2.238748 0.04 -0.02 0.00
C 6.241877 -1.496951 -2.593631 -0.05 0.05 0.04
C 5.495611 -0.761331 -1.687289 0.03 -0.06 -0.03
C 5.282221 2.247930 0.207129 -0.17 0.07 -0.10
C 5.613785 3.228704 1.136592 -0.02 0.07 -0.02
C 5.865372 4.528170 0.713842 -0.01 0.01 0.01
C 5.809180 4.843642 -0.636700 0.01 0.03 0.04
C 5.482319 3.865759 -1.568571 -0.07 -0.07 0.00
C 5.204538 2.573638 -1.150110 0.10 0.05 -0.01
C 3.375560 0.014163 0.501620 0.16 -0.21 -0.16
C 2.127029 0.585466 0.586449 -0.10 -0.27 -0.02
N 1.243180 -0.469152 0.540589 -0.25 -0.07 0.07
N 1.933964 -1.619342 0.424449 0.18 0.46 -0.02
N 3.189302 -1.342342 0.398646 -0.07 0.09 0.05
P 1.419758 2.214609 0.661191 0.19 -0.04 -0.07
Se -0.755586 1.788081 0.867162 -0.13 0.03 0.02
C 1.920204 3.120350 2.089791 -0.09 0.08 0.16
C 2.793808 2.537591 3.003525 -0.01 0.12 -0.10
C 3.142636 3.246870 4.141713 0.03 0.05 0.08
C 2.602537 4.503038 4.373750 0.03 -0.01 0.03
C 1.702239 5.068574 3.473469 0.00 0.00 -0.02
C 1.350086 4.379183 2.329405 0.07 -0.05 0.02
C 1.659726 3.103451 -0.862065 0.07 -0.04 -0.03
C 2.116445 4.417912 -0.876604 0.03 -0.02 -0.02
C 2.231387 5.079959 -2.091524 0.05 0.00 0.01
C 1.920054 4.426422 -3.272585 0.02 -0.02 -0.03
C 1.495115 3.099439 -3.257082 0.01 0.01 -0.02
C 1.355321 2.437431 -2.053221 0.03 0.10 -0.03
H 7.656112 -0.749521 0.928041 0.02 -0.01 0.02
H 8.996615 -2.047928 -0.699530 -0.03 0.01 -0.01
H 8.089625 -2.528715 -2.946622 -0.03 0.03 0.04
H 5.837421 -1.722447 -3.572553 0.01 0.01 0.04
H 4.498238 -0.434839 -1.960451 0.02 0.00 0.00
H 5.706712 2.956945 2.181022 0.00 0.01 -0.01
H 6.140283 5.285065 1.438400 -0.01 -0.03 -0.03
H 6.042158 5.849390 -0.967337 -0.01 -0.05 0.02
H 5.464975 4.104118 -2.624748 -0.02 0.00 0.03
H 4.981433 1.814023 -1.889085 0.01 0.01 0.02
H 3.240316 1.565657 2.828142 -0.05 0.02 0.05
H 3.846501 2.812338 4.839951 -0.02 0.00 -0.01
H 2.880009 5.050308 5.265725 -0.01 -0.01 -0.02
H 1.279148 6.046047 3.665049 0.01 -0.03 0.01
H 0.640971 4.815374 1.634005 0.02 -0.02 0.01
H 2.407855 4.913945 0.038623 -0.01 0.01 0.00
H 2.584656 6.102789 -2.112211 -0.01 -0.03 0.01
H 2.023443 4.945089 -4.217425 -0.02 -0.01 0.03
H 1.272769 2.588564 -4.184976 0.01 0.02 0.02
H 1.021748 1.406999 -2.038372 -0.02 -0.04 0.01
N -10.404044 3.175041 -1.366160 0.15 -0.08 0.05
C -9.451882 2.646936 -0.999274 0.05 -0.02 0.01
C -8.254157 1.983669 -0.538925 -0.16 0.05 -0.04
C -7.056669 2.689809 -0.463048 -0.04 0.07 -0.02
C -5.912110 2.058295 -0.011739 0.12 0.05 -0.01
C -5.975852 0.720630 0.338224 0.14 -0.14 0.05
C -7.157318 0.002697 0.266602 -0.04 -0.08 -0.02
C -8.304768 0.641308 -0.169398 -0.05 -0.01 -0.03
N -4.779960 0.052791 0.791386 -0.30 0.13 0.14
C -4.686999 -0.804882 1.872703 -0.13 0.07 -0.11
C -3.392431 -1.186790 1.948976 0.10 -0.02 -0.26
N -2.691261 -0.569007 0.920251 0.06 0.23 0.17
C -3.566515 0.182685 0.254598 0.03 -0.31 0.05
H -7.029776 3.734093 -0.742831 -0.01 -0.02 0.01
H -4.984268 2.611165 0.081885 -0.06 -0.02 0.01
H -7.184694 -1.048637 0.528587 -0.01 0.06 0.00
H -9.238748 0.099941 -0.239404 0.02 0.02 0.02
H -5.535458 -1.045320 2.492892 0.04 0.06 -0.07
H -2.928155 -1.862989 2.647861 0.04 0.06 0.00
H -3.358586 0.769266 -0.626694 0.00 0.03 0.09
C -4.202473 -6.294359 -2.984552 -0.01 0.03 0.06
C -4.552877 -6.473230 -1.512725 0.01 0.12 -0.03
N -3.888586 -5.494821 -0.630126 -0.03 0.06 -0.12
C -4.684055 -4.397645 -0.086239 0.06 -0.10 -0.10
C -5.000486 -3.305862 -1.102894 0.01 0.00 -0.03
C -2.586396 -5.718508 -0.352003 0.00 -0.05 0.00
O -1.955454 -6.681682 -0.744299 -0.06 0.04 0.03
C -1.837592 -4.723730 0.507268 -0.04 -0.24 0.10
C -1.257974 -5.164653 1.696520 0.02 -0.03 0.03
C -0.465850 -4.300865 2.436442 -0.04 -0.16 -0.21
C -0.238887 -3.041665 1.923480 0.03 -0.13 0.18
N -0.792063 -2.611662 0.779460 0.10 -0.01 0.48
C -1.589492 -3.439272 0.087512 0.10 0.25 -0.15
H -4.761802 -7.014000 -3.583782 0.03 0.02 0.02
H -3.139913 -6.470036 -3.148434 -0.02 0.01 0.01
H -4.455020 -5.292161 -3.337863 0.00 -0.05 0.01
H -4.262351 -7.468574 -1.182631 0.00 -0.03 0.03
H -5.625409 -6.362221 -1.352546 0.00 0.00 0.01
H -4.167437 -3.975364 0.773724 0.05 0.00 0.03
H -5.614555 -4.823054 0.292279 -0.03 -0.01 0.04
H -4.089549 -2.923662 -1.572242 -0.07 0.00 0.03
H -5.519730 -2.473979 -0.617345 0.02 -0.06 -0.03
H -5.646587 -3.679387 -1.897954 0.03 0.01 0.01
H -1.421509 -6.185813 2.020391 -0.01 0.04 -0.01
H 0.001006 -4.603428 3.363408 -0.01 0.01 -0.03
H 0.423471 -2.357485 2.436227 0.09 0.07 0.06
H -2.005986 -3.057912 -0.835648 -0.03 0.03 0.03
```
Forces are in eV/Å.